[1]
{"formula": "C10H22Cl3N3O3", "method": "the ωB97M-V functional and the def2-TZVPD basis", "species": ["C", "O", "N", "C", "C", "H", "H", "H", "H", "H", "H", "H", "C", "O", "N", "C", "C", "H", "H", "H", "H", "H", "H", "H", "C", "O", "N", "C", "C", "H", "H", "H", "H", "H", "H", "H", "C", "Cl", "Cl", "Cl", "H"], "xyz": [[-0.673, 0.938, -2.357], [-0.410, 1.263, -1.215], [-1.919, 0.814, -2.871], [-2.134, 0.370, -4.231], [-3.053, 1.104, -2.043], [0.102, 0.676, -3.097], [-2.652, 1.139, -4.809], [-2.776, -0.515, -4.229], [-1.189, 0.128, -4.707], [-3.870, 1.539, -2.632], [-3.461, 0.223, -1.544], [-2.797, 1.891, -1.338], [1.904, 2.639, -3.060], [1.776, 1.811, -3.939], [3.080, 2.935, -2.451], [4.298, 2.394, -2.978], [3.152, 3.668, -1.212], [1.073, 3.264, -2.697], [4.489, 1.369, -2.633], [5.150, 2.986, -2.646], [4.283, 2.350, -4.065], [2.140, 3.958, -0.925], [3.529, 3.039, -0.406], [3.762, 4.570, -1.293], [-3.004, -2.913, 5.499], [-3.398, -2.992, 6.640], [-1.871, -3.481, 5.030], [-1.533, -3.455, 3.623], [-1.048, -4.317, 5.865], [-3.544, -2.354, 4.715], [-0.611, -2.895, 3.459], [-2.357, -3.084, 3.020], [-1.349, -4.480, 3.280], [-1.197, -4.106, 6.917], [-1.290, -5.373, 5.679], [0.005, -4.205, 5.602], [1.385, -0.138, 0.770], [1.913, -1.047, -0.617], [2.577, 1.095, 1.203], [1.047, -1.186, 2.173], [0.470, 0.380, 0.518]], "atomic_forces_ev_per_a": [[-0.1, -0.8, -0.9], [-0.1, 0.4, 0.4], [0.5, 0.2, 0.1], [-0.4, -0.1, 0.1], [-0.8, 0.7, -0.1], [-0.1, 0.1, 0.2], [0.1, 0.0, 0.0], [0.1, -0.1, -0.1], [0.1, 0.0, 0.0], [0.2, -0.2, -0.2], [0.2, 0.0, 0.2], [0.2, -0.3, 0.3], [0.4, 0.3, 0.4], [0.1, 0.0, -0.3], [-0.3, 0.2, -0.3], [0.7, -0.8, 0.0], [-0.6, 0.2, 0.2], [-0.1, -0.2, 0.2], [-0.1, 0.1, 0.0], [-0.1, 0.2, -0.1], [-0.1, 0.1, 0.0], [0.1, 0.1, 0.0], [0.1, 0.0, -0.1], [0.1, -0.1, -0.1], [0.1, -0.1, -0.1], [-0.1, 0.0, 0.3], [0.0, 0.2, -0.3], [0.2, -0.6, 0.1], [0.1, -0.6, -0.1], [0.0, 0.0, 0.0], [-0.2, 0.1, -0.1], [0.1, 0.3, 0.1], [0.0, 0.0, 0.0], [-0.1, 0.2, 0.0], [0.0, 0.1, 0.2], [0.0, 0.2, 0.0], [-0.2, 0.2, 0.4], [0.1, -0.2, -0.2], [0.0, -0.1, 0.1], [0.1, 0.1, -0.2], [0.0, 0.0, -0.1]], "energy_ha": -2164.79030, "gap_ev": 9.77, "e_homo_ev": -9.23, "multiplicity": 1, "relative_energy_kj_mol": 0.0, "smiles": "ClC(Cl)Cl.CN(C)C=O.CN(C)C=O.CN(C)C=O"}



[2]
{"formula": "C10H22FNO7S2", "method": "the ωB97M-V functional and the def2-TZVPD basis", "species": ["C", "O", "C", "C", "C", "C", "C", "C", "C", "C", "N", "C", "S", "O", "O", "F", "H", "H", "H", "H", "H", "H", "H", "H", "H", "H", "H", "H", "H", "H", "H", "H", "H", "H", "H", "H", "H", "H", "O", "S", "O", "O", "O"], "xyz": [[5.275, -1.153, -1.714], [4.607, -1.329, -0.413], [5.370, -0.677, 0.683], [5.067, 0.940, 0.819], [3.445, 1.242, 1.045], [2.775, 1.849, -0.357], [1.305, 2.585, -0.072], [0.219, 1.559, 0.644], [-1.049, 1.179, -0.378], [-1.787, -0.224, 0.042], [-3.279, -0.125, 0.268], [-3.721, -1.590, 0.467], [-4.151, 0.382, -1.162], [-4.137, 1.942, -1.388], [-5.667, 0.042, -0.880], [-3.729, -0.492, -2.594], [6.008, -0.214, -1.745], [4.413, -0.893, -2.494], [5.897, -2.099, -2.011], [5.024, -1.194, 1.694], [6.517, -0.918, 0.560], [5.736, 1.463, 1.654], [5.424, 1.434, -0.207], [2.865, 0.258, 1.387], [3.386, 2.068, 1.894], [2.673, 0.961, -1.148], [3.506, 2.643, -0.835], [1.531, 3.500, 0.658], [0.904, 3.037, -1.101], [0.733, 0.565, 1.052], [-0.283, 2.156, 1.547], [-1.739, 2.126, -0.375], [-0.535, 0.984, -1.438], [-1.316, -0.549, 1.090], [-1.467, -1.061, -0.721], [-4.122, -2.038, -0.562], [-2.785, -2.267, 0.746], [-4.579, -1.621, 1.262], [-8.704, -1.912, 1.181], [-7.667, -2.895, 0.817], [-6.396, -2.532, 1.471], [-7.484, -2.897, -0.646], [-8.083, -4.237, 1.262]], "atomic_forces_ev_per_a": [[-0.2, 1.1, -0.7], [2.1, 1.4, 0.0], [0.1, 0.0, 1.1], [0.1, -0.2, -0.9], [0.5, 0.5, -0.4], [-0.3, -0.2, 0.2], [0.8, -0.2, 0.1], [-0.9, 0.5, 0.0], [1.5, 0.0, -0.1], [2.1, 0.8, 0.7], [1.5, -1.7, -2.7], [-0.8, -1.8, -0.1], [-9.0, 4.2, 1.0], [2.2, -5.6, 0.1], [6.9, 0.3, -1.4], [0.3, 1.4, 2.3], [-1.5, -2.0, 0.3], [2.0, -0.9, 1.6], [-1.3, 1.7, 0.5], [0.6, 1.0, -2.2], [-2.1, 0.6, 0.2], [-1.5, -1.5, -1.6], [-0.9, -0.9, 2.2], [1.4, 2.2, -0.7], [-0.2, -1.8, -1.8], [0.1, 1.9, 1.8], [-1.4, -1.5, 1.0], [-0.5, -1.9, -1.6], [0.7, -1.1, 2.3], [-1.0, 2.3, -0.9], [1.2, -1.5, -1.7], [1.1, -2.1, -0.3], [-1.4, 0.7, 2.1], [-1.3, 0.7, -2.2], [-0.9, 1.6, 1.4], [0.5, 0.9, 2.5], [-1.9, 1.7, -0.4], [1.1, -0.3, -1.7], [-0.5, 0.6, 0.3], [-1.0, -0.1, -0.5], [1.7, 0.4, 0.8], [0.4, 0.0, -0.9], [-0.1, -0.9, 0.4]], "energy_ha": -1871.58262, "gap_ev": 2.42, "e_homo_ev": 0.77, "multiplicity": 1, "total_charge": -2}



[3]
{"formula": "C10H22INSi", "method": "the ωB97M-V functional and the def2-TZVPD basis", "species": ["C", "C", "C", "C", "C", "C", "C", "C", "C", "C", "N", "Si", "I", "H", "H", "H", "H", "H", "H", "H", "H", "H", "H", "H", "H", "H", "H", "H", "H", "H", "H", "H", "H", "H", "H"], "xyz": [[0.954, -0.259, 0.288], [0.023, -1.106, -0.119], [3.523, -2.652, -0.767], [-2.044, 3.199, -1.146], [2.164, 0.118, -0.500], [-1.190, -1.478, 0.685], [3.523, -1.804, 0.499], [3.452, -0.303, 0.219], [-2.377, -0.922, -0.041], [-1.432, 2.703, 0.157], [-2.915, 0.194, 0.140], [-2.589, 1.558, 1.141], [-7.023, -0.320, 0.021], [0.886, 0.186, 1.274], [0.083, -1.553, -1.103], [2.565, -2.589, -1.276], [3.706, -3.695, -0.523], [4.301, -2.318, -1.451], [-2.950, 3.768, -0.950], [-1.348, 3.843, -1.682], [-2.301, 2.362, -1.791], [2.183, 1.204, -0.631], [2.125, -0.336, -1.491], [-1.128, -1.037, 1.680], [-1.272, -2.564, 0.758], [4.436, -2.008, 1.064], [2.675, -2.091, 1.125], [4.309, -0.006, -0.389], [3.516, 0.233, 1.170], [-2.773, -1.550, -0.843], [-5.489, 0.038, 0.014], [-1.172, 3.561, 0.778], [-0.499, 2.181, -0.065], [-1.993, 1.316, 2.463], [-3.930, 2.131, 1.293]], "atomic_forces_ev_per_a": [[0.1, 0.0, -0.2], [0.0, -0.1, 0.2], [0.0, 0.1, 0.2], [0.0, 0.0, 0.0], [0.1, 0.1, 0.1], [0.2, 0.1, 0.0], [0.1, 0.1, -0.1], [-0.1, -0.1, 0.0], [-0.2, -0.2, 0.0], [-0.3, -0.2, 0.3], [-0.3, 0.0, -0.2], [0.5, 0.6, -0.6], [-0.7, -0.2, 0.0], [-0.1, 0.0, 0.2], [0.1, 0.0, -0.2], [-0.1, 0.0, -0.1], [0.0, -0.1, -0.1], [0.1, 0.0, -0.1], [-0.1, 0.1, -0.1], [0.0, 0.0, -0.1], [-0.1, 0.0, -0.1], [0.0, 0.0, -0.1], [0.0, 0.0, -0.1], [0.0, -0.1, 0.1], [0.0, 0.0, 0.1], [-0.1, 0.0, 0.1], [0.1, 0.0, 0.1], [0.0, 0.0, 0.0], [0.1, 0.1, 0.0], [0.0, -0.2, -0.1], [0.8, 0.2, 0.0], [0.1, 0.0, 0.2], [0.0, -0.1, 0.2], [0.1, -0.2, 0.3], [-0.1, 0.3, 0.2]], "energy_ha": -1036.13955, "gap_ev": 9.81, "e_homo_ev": -9.02, "multiplicity": 1, "relative_energy_kj_mol": 0.0, "smiles": "CCCC/C=C/C/C=N\\[SiH2]CC.I"}



[4]
{"formula": "C10H22N3", "method": "the ωB97M-V functional and the def2-TZVPD basis", "species": ["C", "C", "C", "C", "C", "C", "C", "C", "C", "C", "N", "N", "N", "H", "H", "H", "H", "H", "H", "H", "H", "H", "H", "H", "H", "H", "H", "H", "H", "H", "H", "H", "H", "H", "H"], "xyz": [[1.220, 0.484, 0.523], [-3.260, -0.413, -0.269], [-4.812, -0.251, -0.423], [-1.900, 1.707, 0.023], [3.501, 0.099, 1.141], [2.896, 2.051, -0.538], [2.906, -0.484, -1.180], [0.062, -2.779, 0.454], [-2.606, 0.586, 0.786], [2.654, 0.574, -0.059], [0.496, -0.552, 0.352], [-2.544, -1.273, -0.806], [-0.029, -1.535, -0.109], [0.943, 1.340, 1.185], [-5.373, -0.347, 0.509], [-5.202, -0.891, -1.138], [-4.834, 0.805, -0.690], [-1.299, 1.050, -0.692], [-1.232, 2.333, 0.649], [-2.599, 2.367, -0.515], [3.171, 0.779, 1.907], [4.589, 0.399, 0.970], [3.389, -0.879, 1.423], [2.298, 2.224, -1.485], [2.779, 2.773, 0.220], [3.900, 1.862, -0.793], [3.954, -0.352, -1.494], [2.248, -0.192, -2.033], [2.759, -1.518, -0.747], [0.035, -3.482, -0.382], [-0.935, -2.883, 0.908], [0.851, -2.808, 1.181], [-3.278, 0.916, 1.571], [-1.854, -0.015, 1.231], [-2.891, -1.694, -1.678]], "atomic_forces_ev_per_a": [[-0.1, -0.5, -0.3], [-2.8, 1.2, 2.6], [2.7, 1.8, 1.1], [0.6, -1.0, -0.7], [1.6, 4.8, -1.0], [-1.1, -3.0, -1.3], [-0.7, 1.1, 0.3], [-1.1, -1.5, 0.9], [-0.9, -0.8, -1.1], [-1.0, -1.6, 0.0], [0.5, -0.3, -0.1], [1.5, -0.3, -1.6], [1.2, 4.6, -1.4], [-0.4, -1.1, -0.5], [0.5, -0.1, 0.1], [-0.8, -1.1, -1.6], [-0.9, 0.1, -0.4], [-0.4, 1.7, 0.3], [-0.4, -0.4, -0.3], [0.4, -0.3, 0.1], [0.2, -0.1, 1.2], [-1.3, -0.8, 0.1], [-0.3, -2.4, 0.5], [0.7, 0.1, 1.3], [-0.2, 0.9, 0.7], [1.6, 1.1, -0.6], [-0.4, -0.3, 0.1], [0.4, -0.9, 0.4], [0.1, 1.1, -0.9], [0.5, -0.2, 0.3], [0.2, -0.3, 0.2], [0.4, -0.7, 0.3], [-0.3, 0.0, -0.1], [0.7, -0.5, 0.8], [-0.5, -0.3, 0.9]], "energy_ha": -558.09220, "gap_ev": 7.65, "e_homo_ev": -12.17, "multiplicity": 1, "relative_energy_kj_mol": 514.1, "total_charge": 1}



[5]
{"formula": "C10H22NO", "method": "the ωB97M-V functional and the def2-TZVPD basis", "species": ["C", "C", "C", "C", "C", "C", "C", "C", "C", "C", "N", "O", "H", "H", "H", "H", "H", "H", "H", "H", "H", "H", "H", "H", "H", "H", "H", "H", "H", "H", "H", "H", "H", "H"], "xyz": [[2.240, 0.871, 0.995], [0.971, 0.108, 1.295], [2.486, 0.791, -0.519], [0.071, -0.011, 0.109], [-0.681, 2.258, 0.103], [-2.254, 0.538, 0.926], [-1.555, 0.588, -1.609], [1.183, -2.158, -0.847], [-0.878, -2.326, 0.568], [-1.164, 0.797, -0.164], [-0.056, -1.426, -0.373], [1.275, 0.771, -1.145], [2.052, 1.950, 1.268], [3.129, 0.779, 1.529], [1.048, -0.949, 1.617], [0.434, 0.586, 2.174], [2.986, 1.745, -0.854], [2.968, -0.128, -0.941], [-1.401, 3.069, -0.147], [-0.102, 2.441, -0.769], [-0.311, 2.270, 1.108], [-2.128, 1.293, 1.602], [-3.284, 0.838, 0.452], [-2.544, -0.515, 1.180], [-1.974, -0.423, -1.612], [-0.703, 0.575, -2.189], [-2.254, 1.359, -1.924], [1.577, -1.499, -1.734], [1.946, -2.179, -0.072], [0.961, -3.175, -1.227], [-0.327, -3.197, 1.033], [-1.297, -1.649, 1.346], [-1.738, -2.724, 0.007], [-0.678, -1.265, -1.186]], "atomic_forces_ev_per_a": [[-1.0, 1.8, -0.9], [-1.4, -0.8, 1.8], [0.1, 2.0, 0.1], [-1.6, -2.1, 2.5], [-1.9, -0.4, -1.8], [-3.5, -1.4, -4.3], [-1.9, -0.3, 1.9], [0.4, 1.8, -2.3], [-0.4, -0.2, 0.9], [0.4, 0.8, 1.7], [-0.7, -0.8, -0.1], [2.0, 1.0, -3.0], [-0.2, -0.8, -0.8], [1.4, -1.4, 1.2], [0.9, 0.5, 0.2], [0.5, -0.4, -1.0], [0.3, -1.2, 0.0], [0.3, 0.6, 0.5], [-0.4, -0.8, 1.0], [2.1, 0.4, -0.1], [0.7, 0.8, 0.1], [0.3, 1.0, 2.8], [1.7, -0.2, 0.5], [0.8, 1.3, 0.4], [-0.9, 0.2, -0.8], [1.7, 0.3, -1.6], [-0.2, -0.4, -0.2], [-0.6, -1.6, 1.6], [-0.2, -0.1, 0.1], [-0.1, 0.7, 0.4], [-0.2, 1.3, -0.7], [0.7, -1.0, -0.5], [0.4, 0.0, 0.1], [0.7, -0.7, 0.3]], "energy_ha": -523.71494, "gap_ev": [7.26, 8.34], "s_squared": 2.008, "e_homo_ev": [-9.75, -14.27], "multiplicity": 3, "relative_energy_kj_mol": 134.6, "total_charge": 1}



[6]
{"formula": "C10H23AgF2NOSi2", "method": "the ωB97M-V functional and the def2-TZVPD basis", "species": ["C", "C", "C", "C", "Si", "C", "C", "C", "F", "O", "Si", "F", "N", "C", "C", "C", "H", "H", "H", "H", "H", "H", "H", "H", "H", "H", "H", "H", "H", "H", "H", "H", "H", "H", "H", "H", "H", "H", "H", "Ag"], "xyz": [[-2.212, -1.240, -1.153], [-2.148, 0.183, -1.704], [-0.764, 0.854, -1.664], [0.182, 0.235, -2.705], [0.039, 1.015, 0.025], [-0.755, 2.517, 0.905], [-2.166, 2.316, 1.388], [-2.612, 3.437, 2.331], [-2.295, 1.157, 2.150], [-0.138, -0.311, 1.016], [0.894, -1.590, 0.989], [-0.025, -2.880, 0.802], [2.070, -1.433, -0.220], [3.082, -2.220, -0.189], [2.980, -3.719, -0.211], [4.484, -1.690, -0.112], [-2.357, -1.206, -0.074], [-3.068, -1.773, -1.552], [-1.296, -1.798, -1.309], [-2.904, 0.807, -1.227], [-2.432, 0.140, -2.757], [-0.920, 1.888, -1.991], [-0.313, 0.295, -3.673], [0.424, -0.800, -2.488], [1.088, 0.827, -2.789], [1.459, 1.380, -0.115], [-0.096, 2.863, 1.699], [-0.788, 3.285, 0.132], [-2.874, 2.295, 0.564], [-2.198, 3.124, 3.333], [-3.707, 3.497, 2.381], [-2.202, 4.409, 2.097], [1.539, -1.729, 2.298], [3.837, -4.140, -0.725], [2.040, -4.051, -0.632], [3.024, -4.046, 0.831], [4.494, -0.740, 0.409], [5.087, -2.406, 0.442], [4.915, -1.577, -1.103], [-3.367, 2.824, 4.604]], "atomic_forces_ev_per_a": [[-0.2, 0.4, 0.7], [0.2, -0.3, -0.5], [0.0, -0.2, 0.1], [-0.4, 0.4, 0.0], [-0.3, 0.2, 0.1], [-0.1, -0.7, -0.3], [0.2, 0.8, 0.4], [-0.5, -0.2, 0.2], [-0.3, -0.3, 0.0], [0.7, 0.3, -0.5], [-0.4, -0.1, -0.2], [-0.2, -0.3, 0.1], [0.3, -0.1, 1.1], [-0.1, 0.2, -0.7], [0.0, 0.3, 0.3], [-0.1, -0.1, 0.1], [0.1, -0.1, 0.1], [0.0, -0.2, -0.2], [0.0, -0.2, -0.3], [-0.1, 0.1, 0.2], [-0.1, 0.1, -0.1], [0.0, 0.2, 0.1], [0.0, -0.2, -0.2], [0.2, -0.1, 0.0], [0.3, -0.1, 0.1], [0.0, 0.1, 0.0], [0.0, 0.0, 0.2], [0.1, 0.2, 0.0], [-0.1, -0.4, -0.2], [1.3, 0.4, -0.8], [-0.1, 0.2, -0.3], [0.0, 0.2, 0.1], [0.0, 0.0, 0.0], [0.0, -0.2, -0.1], [-0.1, -0.1, -0.1], [0.1, -0.2, 0.1], [0.0, 0.2, -0.1], [0.2, 0.0, 0.0], [0.1, 0.0, -0.1], [-0.7, -0.4, 0.8]], "energy_ha": -1450.37610, "gap_ev": 5.07, "e_homo_ev": -11.12, "multiplicity": 1, "total_charge": 1}